This record from OMol25 describes a molecular structure, C27H25N5O2PtS2. The level of theory is wB97M-V/def2-TZVPD.

XYZ file:
```
62
Properties=species:S:1:pos:R:3
C -3.905 2.027 0.960
H -5.619 3.947 2.098
H -3.779 3.787 -1.149
C 2.029 0.759 0.027
C 1.502 3.265 -0.732
H 6.895 -1.954 -4.649
C 5.916 -0.948 -2.468
S -4.061 -2.508 0.847
H 6.696 -0.323 -2.886
O 4.423 0.010 1.439
S 3.670 -1.057 0.854
N -1.830 -1.046 0.798
C 0.516 2.455 -0.208
N 3.017 1.435 -0.556
C -0.637 -5.662 0.875
H -2.699 -5.112 0.827
H -3.017 5.124 -0.277
C -1.671 -4.775 0.835
C -0.015 -2.893 0.809
C 0.988 -3.840 0.868
H -3.334 3.611 3.139
C 4.465 -2.864 -2.637
H -6.056 1.986 1.026
N 0.752 1.201 0.162
H 1.300 4.288 -1.010
C 2.746 2.677 -0.915
C -2.888 3.948 2.202
C -2.321 -2.387 0.819
H -0.838 -6.726 0.897
H -2.165 3.590 -0.482
C 5.362 -0.636 -1.242
H -2.782 5.033 2.244
H -1.779 1.660 0.901
H 1.505 -5.917 0.953
C -1.384 -3.374 0.813
H 5.874 -3.293 -4.768
C 4.367 -1.443 -0.710
C 0.694 -5.202 0.900
N 2.144 -0.507 0.509
C 5.476 -2.066 -3.181
C 3.917 -2.557 -1.408
H -6.259 -0.446 0.955
C -5.279 0.012 0.931
C -4.146 -0.762 0.872
N 6.000 -2.355 -4.428
H 3.140 -3.183 -0.989
C -5.153 1.397 0.971
C -2.865 -0.161 0.844
H 4.114 -3.730 -3.185
H 3.555 3.225 -1.386
H -4.965 5.325 1.216
C -2.767 1.232 0.894
C -3.141 4.040 -0.301
C -3.769 3.549 1.010
H -5.786 4.042 0.336
H 5.687 0.230 -0.685
O 3.504 -2.274 1.591
H -0.488 2.830 -0.082
Pt 0.137 -0.912 0.672
H -1.890 3.516 2.142
H 2.018 -3.532 0.923
C -5.120 4.247 1.175
```

Output
2S+1	3
E_LUMO (spin up / spin down)	0.37 / -2.85	eV
charge	0
orbital gap (spin up / spin down)	6.15 / 5.15	eV
HOMO (spin up / spin down)	-5.8 / -8.0	eV

This record from OMol25 describes a molecular structure, C27H26AsBiN2O2 in a non-equilibrium geometry. The level of theory is wB97M-V/def2-TZVPD.

XYZ file:
```
59
Properties=species:S:1:pos:R:3
H 4.308 -0.627 -3.020
H 3.255 -0.535 -5.235
C -0.377 3.520 1.467
H 1.541 -3.931 0.797
C -0.059 -6.144 -1.206
O -0.434 4.635 2.121
H -1.154 5.972 0.677
C 2.461 -0.948 -1.978
As 0.185 -1.457 -0.414
H -4.495 3.698 3.636
C -3.300 3.229 0.508
C 2.291 -1.388 1.704
C -2.600 1.128 -0.674
H -1.639 -5.667 -2.569
H -1.639 -3.263 -2.016
H -4.166 1.252 3.693
H -0.061 -7.193 -1.454
H -0.575 -1.299 -3.491
C 2.645 -0.706 -4.360
C -3.883 1.817 2.817
N -0.466 1.155 1.733
C -3.782 3.891 1.624
H -2.961 1.607 -1.578
C -0.947 -5.287 -1.834
C 0.824 -5.658 -0.257
Bi -0.320 1.180 -0.740
C 1.277 -0.889 -4.499
H 5.601 -0.754 1.465
C -0.943 -3.935 -1.529
C 1.076 -1.151 -2.125
O -0.339 3.398 0.242
C 0.845 -4.307 0.058
C 4.258 -0.811 -0.191
N -0.305 2.434 2.285
C 4.579 -0.900 1.153
H 0.220 0.499 2.120
C 3.239 -0.742 -3.109
C -3.099 1.849 0.527
C -0.031 -3.457 -0.599
C 2.946 -1.005 -0.603
C -4.086 3.185 2.780
H -2.921 0.088 -0.671
H -0.467 2.582 3.277
H -0.429 6.643 2.167
H -3.950 4.956 1.592
C 1.963 -1.290 0.360
H 1.529 -1.646 2.433
H 0.611 5.951 0.888
C -0.346 5.877 1.401
C 3.608 -1.194 2.097
H 5.029 -0.606 -0.915
H 0.827 -0.861 -5.479
H -3.111 3.781 -0.402
C 0.489 -1.118 -3.379
H -1.450 0.828 1.891
H 3.878 -1.284 3.137
H -3.296 0.072 1.728
H 1.509 -6.330 0.234
C -3.365 1.153 1.711
```

Output
E_LUMO	-7.21	eV
charge	+2
orbital gap	6.81	eV
HOMO	-14.0	eV

This record from OMol25 describes 5 unconnected molecules or ions with the total composition C27H26FN7O4 in a non-equilibrium geometry. The level of theory is wB97M-V/def2-TZVPD.

XYZ file:
```
65
Properties=species:S:1:pos:R:3
C -0.167 2.399 -0.715
H -3.593 -1.036 2.191
C 5.399 0.265 1.522
O 4.026 1.827 -2.068
C -6.474 -0.878 0.687
C 3.634 -2.963 -2.814
N -5.317 -0.315 1.154
N -0.997 4.433 1.937
H 5.914 -0.523 -0.351
H -2.521 1.698 0.023
H 0.348 -3.286 -2.149
C -2.359 -4.024 -0.423
H -3.275 -2.125 -0.375
H -0.663 6.909 4.020
C -0.058 -0.073 2.703
N -0.088 0.411 3.742
H 1.452 -3.284 -5.258
H -1.507 3.744 1.415
C -6.440 -2.214 0.982
C 2.007 -1.775 -3.784
N -2.499 -2.689 -0.676
N -1.844 1.404 0.712
C 2.000 1.443 -0.833
H -3.106 -4.561 0.137
H 1.450 3.170 -1.953
H -7.219 -0.282 0.188
O 5.473 -0.667 2.227
H -2.621 5.386 2.937
H 1.666 5.992 2.969
H -7.208 -2.930 0.742
H -0.854 3.175 -1.016
N 3.893 0.114 -0.486
H 3.142 -1.013 -2.168
H 5.654 1.222 -0.349
H -2.082 0.489 1.074
N 2.961 -1.773 -2.803
O 2.906 -1.366 1.036
C -4.546 -1.280 1.751
O 0.020 -0.575 1.504
C -0.538 1.402 0.187
H -0.795 -5.445 -0.963
C -1.184 -4.441 -0.990
H 3.428 -4.728 -4.079
H 0.988 3.967 1.307
H -4.870 -3.417 2.037
C 5.276 0.274 0.016
H 1.365 -0.923 -3.935
F 5.467 1.504 2.026
C 1.671 0.471 0.079
H -1.340 -1.214 -1.699
C 1.115 2.421 -1.253
H 4.425 -3.160 -2.110
C -0.544 6.104 3.315
C -1.556 5.350 2.784
C -1.421 -2.247 -1.399
C 2.075 -2.978 -4.434
C -0.586 -3.312 -1.610
H -5.075 0.654 1.075
C 0.362 4.595 1.918
C 2.856 -0.407 0.340
C -5.217 -2.470 1.659
C 3.420 1.220 -1.235
C 0.675 5.624 2.765
C 3.108 -3.733 -3.817
C 0.387 0.439 0.587
```

Output
SMILES	N#COc1c(N)ccc2c1C(=O)N(CC(=O)F)C2=O.c1cc[nH]c1.c1cc[nH]c1.c1cc[nH]c1.c1cc[nH]c1
E_LUMO	-1.23	eV
charge	0
orbital gap	7.06	eV
HOMO	-8.3	eV

This record from OMol25 describes a molecular structure, C27H26N3O5PS4Sc in a non-equilibrium geometry. The level of theory is wB97M-V/def2-TZVPD.

XYZ file:
```
67
Properties=species:S:1:pos:R:3
C -2.298 1.549 -0.087
H -5.404 -2.126 -3.868
C -4.616 -2.213 -1.880
C -3.508 3.981 0.574
S 3.190 3.580 0.290
O 3.507 -0.053 -1.299
H 5.446 2.615 0.346
S 0.197 2.610 -0.235
S 1.611 -1.549 0.644
P -1.390 -0.021 -0.419
H 1.161 -4.110 -3.230
H 5.414 4.269 1.010
H -3.977 4.917 0.844
C -3.677 1.624 0.111
H 5.317 4.007 -0.745
H 4.044 2.718 2.439
H 0.154 -4.668 0.003
C 3.074 2.808 1.963
C -2.143 3.927 0.344
C 5.521 0.328 1.608
O 0.723 3.922 0.085
H 2.403 3.409 2.567
S 0.784 -1.039 -2.625
O 2.876 2.491 -0.667
N 6.960 -0.974 -1.162
H -0.407 -3.337 -3.387
C -3.669 -1.729 -0.992
C -1.373 0.089 2.381
C -1.538 -0.723 1.261
N 5.957 0.684 2.614
H -1.170 -3.734 2.768
O 0.664 1.547 0.681
H -1.549 -2.753 0.562
H -0.960 0.181 4.472
C 1.121 -2.797 -0.495
C -2.756 -0.360 -2.739
C -3.718 -0.826 -3.615
H -5.338 -2.946 -1.548
C 1.131 -4.188 0.096
C 5.091 -0.049 0.325
C 0.314 -3.717 -2.670
H -2.001 0.345 -3.067
H 1.388 -4.116 1.149
H -3.741 -0.470 -4.635
C -4.649 -1.759 -3.187
C -4.269 2.828 0.451
C -2.731 -0.796 -1.414
H -1.511 4.798 0.420
C -1.124 -0.467 3.622
Sc 1.745 0.520 -0.842
O 0.403 2.130 -1.604
H -4.287 0.739 -0.001
C -1.047 -1.842 3.770
H -0.133 -4.526 -2.100
C -1.243 -2.659 2.670
C 6.112 -0.576 -0.495
C -1.476 -2.106 1.425
H -3.672 -2.075 0.031
C 0.759 -2.586 -1.780
C -1.562 2.718 0.020
H -5.336 2.871 0.628
N 3.837 0.168 -0.033
H 2.643 1.817 1.821
H 1.872 -4.811 -0.408
C 5.044 3.615 0.230
H -1.384 1.164 2.269
H -0.804 -2.270 4.733
```

Output
E_LUMO	2.08	eV
charge	-1
orbital gap	5.38	eV
HOMO	-3.3	eV

What is the formula in the third record?
C27H26FN7O4